# 1
82
Properties=species:S:1:pos:R:3:forces:R:3 method="wB97M-V/def2-TZVPD" s2=6.012 max_force_ev_per_a=0.65 total_charge=-1 relative_energy_kcal_mol=11.13 total_energy_ha=-8302.62764 multiplicity=5
Ir 0.826878 -0.423462 1.418432 0.1 0.0 -0.5
C 1.238745 -4.024724 -4.383493 0.0 0.0 0.0
C 0.757100 -3.207023 -3.213183 0.0 0.0 0.0
C -0.000479 -2.052205 -3.390093 0.0 0.0 0.0
C -0.455796 -1.343038 -2.303687 0.0 0.0 0.0
C -0.192999 -1.727338 -0.977203 0.0 0.0 0.1
N -0.713368 -0.949435 0.072358 -0.1 0.1 -0.3
C -2.006575 -0.495739 -0.036765 0.0 -0.1 0.0
C -2.928455 -1.208309 -0.841807 0.0 0.0 0.0
C -4.199982 -0.758244 -1.104787 -0.1 0.0 0.0
C -4.669564 0.428532 -0.548763 0.0 0.0 0.0
C -6.055647 0.949544 -0.828260 0.0 0.0 0.0
C -3.822213 1.071144 0.335258 0.0 0.0 0.1
C -2.526750 0.639566 0.632999 -0.1 0.0 0.1
C -1.767436 1.309645 1.780659 0.0 0.2 0.0
O -0.403549 1.268785 1.706935 -0.2 0.2 0.3
C -2.119354 2.841259 1.896084 0.1 -0.2 0.0
F -1.217177 3.505413 2.628748 0.1 0.0 0.1
F -2.129006 3.433784 0.687924 0.0 0.1 -0.1
F -3.312503 3.108882 2.466432 -0.1 0.0 0.0
C -2.233743 0.622903 3.104986 0.2 0.1 -0.1
F -1.861513 -0.652296 3.118231 0.0 -0.1 0.0
F -1.693799 1.227980 4.179669 0.0 0.0 0.1
F -3.569064 0.645884 3.275582 -0.1 0.0 0.0
C 0.636323 -2.850973 -0.791935 0.1 0.0 0.0
C 1.058266 -3.571612 -1.914395 0.1 0.0 0.0
C 1.054440 -3.332705 0.612574 -0.1 -0.1 -0.1
O 0.607225 -2.580799 1.639413 0.3 -0.1 0.1
C 2.622162 -3.395792 0.718266 -0.1 0.1 0.0
F 3.118972 -2.142764 0.737009 0.0 0.1 0.0
F 3.002533 -3.984506 1.859973 0.0 0.0 0.1
F 3.275799 -4.029342 -0.275798 0.1 -0.1 0.0
C 0.501810 -4.780171 0.841696 0.0 0.1 -0.1
F -0.740418 -4.904541 0.348589 -0.1 0.0 0.0
F 0.447038 -5.104045 2.130138 0.0 0.0 0.1
F 1.252780 -5.735025 0.234109 0.0 -0.1 -0.1
H 0.893018 -3.599454 -5.326309 0.0 0.0 0.0
H 0.872262 -5.051949 -4.326690 0.0 0.0 0.0
H 2.329334 -4.071288 -4.418280 0.0 0.0 0.0
H -0.238977 -1.704262 -4.390187 0.0 0.0 0.0
H -1.059795 -0.460719 -2.465517 0.0 0.0 0.0
H -2.603804 -2.145611 -1.271591 0.0 0.0 0.0
H -4.847839 -1.351764 -1.742463 0.0 0.0 0.0
H -6.440496 0.552583 -1.768934 0.0 0.0 0.0
H -6.062506 2.038788 -0.898515 0.0 0.0 0.0
H -6.763754 0.671566 -0.043071 0.0 0.0 0.0
H -4.211739 1.943851 0.840608 0.0 0.0 0.0
H 1.646627 -4.466145 -1.763125 0.0 0.0 0.0
C 1.186251 3.583293 -1.224374 0.1 0.0 -0.1
S 0.232321 2.071881 -1.125497 -0.2 -0.4 0.5
O 1.233454 0.972906 -0.950165 0.3 0.2 -0.3
C -0.294802 1.996062 -2.824604 0.1 0.1 -0.1
C 0.578716 1.550751 -3.805607 -0.1 0.0 -0.1
C 0.122209 1.442111 -5.108491 0.0 0.0 0.0
C -1.195932 1.765880 -5.416329 0.0 0.0 0.0
C -2.064205 2.191433 -4.421839 0.0 0.0 0.0
C -1.615217 2.301406 -3.111254 0.0 0.0 0.0
H 1.957416 3.456863 -1.984375 0.0 0.1 0.0
H 1.634909 3.722494 -0.242047 0.0 0.0 0.0
H 0.517027 4.406968 -1.470515 0.0 0.0 0.0
H 1.583096 1.254457 -3.529339 0.0 0.0 0.0
H 0.788357 1.086142 -5.884119 0.0 0.0 0.0
H -1.551149 1.664508 -6.433866 0.0 0.0 0.0
H -3.096430 2.414165 -4.658342 0.0 0.0 0.0
H -2.288948 2.589553 -2.311343 0.0 0.0 0.0
Br 1.310350 -0.807967 3.887280 0.1 0.0 0.6
C 1.587058 2.976539 3.829450 0.0 0.0 0.0
N 2.779758 2.187709 4.093364 0.0 0.1 0.0
C 3.325665 1.936454 5.329506 0.0 0.0 0.0
C 4.313370 1.034489 5.149449 0.0 0.0 0.0
N 4.355832 0.754338 3.801974 0.1 -0.1 0.0
C 5.142941 -0.297690 3.185051 0.0 0.0 0.0
C 3.399494 1.450001 3.160836 0.0 -0.1 0.0
Se 2.974618 1.358731 1.347237 -0.1 -0.1 0.0
H 1.204028 3.336558 4.781488 0.0 0.0 0.0
H 0.845560 2.347607 3.339669 0.0 0.0 0.0
H 1.834011 3.814829 3.179682 0.0 0.0 0.0
H 2.945563 2.394345 6.223382 0.0 0.0 0.0
H 4.963837 0.551961 5.854535 0.0 0.0 0.0
H 6.015396 -0.483429 3.808311 0.0 0.0 0.0
H 5.446137 0.019917 2.190844 0.0 0.0 0.0
H 4.536301 -1.200093 3.098229 0.0 0.0 0.0



# 2
31
Properties=species:S:1:pos:R:3:forces:R:3 method="wB97M-V/def2-TZVPD" max_force_ev_per_a=5.98 total_charge=0 relative_energy_kcal_mol=64.78 total_energy_ha=-563.61009
B 1.268821 0.357212 0.181403 -1.7 -1.6 -1.5
C -0.369748 -3.407795 -2.434055 1.4 -0.3 -0.2
C -1.056904 -2.351753 -1.901461 -2.5 -1.8 -2.4
C 1.083693 -3.427953 -2.409924 -2.2 -1.4 -1.0
C 1.720403 -2.425649 -1.827834 1.5 0.5 -0.4
C -0.941704 -0.287411 -0.634405 1.3 0.3 0.5
C -0.354696 -1.376199 -1.249350 2.0 1.8 0.9
C 2.664279 0.565597 0.732705 1.2 0.0 -1.1
C -1.674100 2.459751 0.143239 0.1 0.0 1.3
C -1.666306 0.715153 2.045368 -0.9 0.3 0.7
C 0.102677 2.356037 1.899159 3.7 -0.9 0.5
C -0.846178 1.504077 1.041413 0.7 0.2 -0.2
N 1.048565 -1.465234 -1.261504 -1.6 4.5 3.6
N -0.084276 0.556957 0.146490 1.2 -0.1 0.5
H -0.753468 -4.289081 -2.944469 -0.7 0.5 0.0
H -2.137413 -2.103209 -2.154309 1.3 -0.9 0.7
H 1.614348 -4.060826 -3.084386 0.2 -0.8 0.0
H 2.804186 -2.328198 -1.946063 -0.2 0.1 0.4
H -1.923983 -0.074495 -0.304183 -1.0 -0.8 -0.7
H 2.843760 -0.244080 1.458012 0.3 0.5 -0.1
H 2.764971 1.577052 1.164775 0.2 -0.6 0.0
H 3.398521 0.471929 -0.140113 -0.8 0.1 1.3
H -1.844912 2.064151 -0.897131 -0.4 0.4 1.4
H -2.534145 2.654936 0.866093 0.4 0.2 -1.9
H -1.044100 3.362319 0.108260 -0.6 -0.1 -0.5
H -1.002398 0.381598 2.841000 -0.1 -0.3 -0.1
H -2.227753 -0.118157 1.639693 0.1 -0.2 -0.1
H -2.426843 1.369838 2.534656 0.6 -0.2 -0.3
H 1.037165 2.623968 1.339969 -1.4 1.1 -0.5
H -0.292395 3.217975 2.489918 0.1 -0.9 -0.7
H 0.829931 1.721489 2.557035 -2.2 0.4 0.0